Here is CH2F3O4SSn as an isolated structure in a non-equilibrium geometry from OMol25. Energies are from ωB97M-V with the def2-TZVPD basis set.

E_LUMO	-8.643	eV
relative energy (zero: lowest compared OMol25 entry of this formula, charge and spin)	0.000	eV
energy	-34067.5169	eV
total charge	+1
E_HOMO	-13.21	eV

Structure (XYZ):
```
12
CH2F3O4SSn ωB97M-V with the def2-TZVPD basis set
F -0.9869 -3.0047 1.1440
C -0.0850 -2.2806 0.5109
F -0.5839 -1.9756 -0.7077
O -1.0139 -0.0714 1.9207
S 0.2582 -0.7330 1.6209
Sn 1.4325 1.2233 -1.7918
H -0.5174 4.3791 -2.2922
H -1.2256 3.0695 -1.9488
O -0.3816 3.4240 -2.2569
F 1.0143 -2.9861 0.2956
O 1.0653 0.1050 0.7181
O 1.0241 -1.1496 2.7870
```

Let us look at the natural (NBO) charges, expressed in e, one per atom: F -0.288; C 0.739; F -0.344; O -0.912; S 2.268; Sn 1.772; H 0.531; H 0.507; O -1.006; F -0.304; O -1.107; O -0.857

=====

Here is CH2F5KNO8S3 as an isolated structure in a non-equilibrium geometry from OMol25. Energies are from ωB97M-V with the def2-TZVPD basis set.

E_LUMO	-1.005	eV
relative energy (zero: lowest compared OMol25 entry of this formula, charge and spin)	1.960	eV
energy	-81356.7243	eV
total charge	-1
E_HOMO	-5.98	eV

Structure (XYZ):
```
21
CH2F5KNO8S3 ωB97M-V with the def2-TZVPD basis set
S 2.1323 -6.4481 2.7755
F -2.1951 4.6533 -2.2760
O -3.4964 7.3329 -1.9866
O 3.4445 -6.9170 2.5456
S 2.2455 -4.7801 4.3629
O 1.3084 -5.3640 5.3282
S -2.6414 7.1293 -3.2123
F -1.8560 4.7949 -4.4132
H 0.3333 0.1148 -2.8392
O 0.9465 -0.0289 -2.1184
O 3.6883 -4.8122 4.7439
F 1.5834 -6.4694 1.2723
F -3.9273 4.7002 -3.6145
O -1.2165 7.5735 -3.1601
K -1.0219 0.7606 2.0560
O 1.1093 -7.3123 3.3870
O -3.3168 7.7903 -4.3484
F 1.8618 -3.2666 4.4496
N 1.8872 -4.8138 2.9676
H 1.8024 0.1968 -2.4829
C -2.6715 5.1659 -3.4371
```

Let us look at the natural (NBO) charges, expressed in e, one per atom: S 2.378; F -0.352; O -0.993; O -0.885; S 2.423; O -0.928; S 2.221; F -0.323; H 0.475; O -0.951; O -0.925; F -0.527; F -0.329; O -0.972; K 0.999; O -0.884; O -0.989; F -0.535; N -1.117; H 0.477; C 0.737

=====

Here is a 2-piece molecular cluster, CH2FN overall in a non-equilibrium geometry from OMol25. Energies are from ωB97M-V with the def2-TZVPD basis set.

E_LUMO (spin up / spin down)	-0.655 / -1.504	eV
relative energy (zero: lowest compared OMol25 entry of this formula, charge and spin)	6.590	eV
energy	-5269.6753	eV
total charge	0
E_HOMO (spin up / spin down)	-10.00 / -10.90	eV

Structure (XYZ):
```
5
CH2FN ωB97M-V with the def2-TZVPD basis set
N -0.7683 -0.4139 -0.1115
H 2.0182 -1.1675 0.1758
F -2.1218 0.0712 0.2068
H 0.6837 1.2227 -0.0599
C 0.1882 0.2876 -0.2112
```

Let us look at the natural (NBO) charges, expressed in e, one per atom: N -0.083; H 0.016; F -0.260; H 0.220; C 0.108

=====

Here is CH2FN2O2 as an isolated structure in a non-equilibrium geometry from OMol25. Energies are from ωB97M-V with the def2-TZVPD basis set.

E_LUMO (spin up / spin down)	3.759 / 3.754	eV
relative energy (zero: lowest compared OMol25 entry of this formula, charge and spin)	5.481	eV
energy	-10857.6823	eV
total charge	-1
E_HOMO (spin up / spin down)	-3.87 / -3.86	eV

Structure (XYZ):
```
8
CH2FN2O2 ωB97M-V with the def2-TZVPD basis set
H -1.2462 1.3036 -0.5932
C 1.8949 0.4338 -0.0625
O 1.9536 1.6038 -0.0915
O 2.5685 -0.4844 0.6275
N 1.0778 -0.5752 -0.2913
F -2.1277 0.3553 0.9059
H -0.1354 -0.3098 -0.1644
N -1.5626 0.3364 -0.4055
```

Let us look at the natural (NBO) charges, expressed in e, one per atom: H 0.283; C 0.783; O -0.656; O -0.482; N -0.433; F -0.346; H 0.376; N -0.525

=====

Here is CH2FN5 as an isolated structure in a non-equilibrium geometry from OMol25. Energies are from ωB97M-V with the def2-TZVPD basis set.

E_LUMO (spin up / spin down)	-1.705 / -1.699	eV
relative energy (zero: lowest compared OMol25 entry of this formula, charge and spin)	2.705	eV
energy	-11229.2180	eV
total charge	0
E_HOMO (spin up / spin down)	-9.69 / -9.63	eV

Structure (XYZ):
```
9
CH2FN5 ωB97M-V with the def2-TZVPD basis set
N -0.1722 0.6629 -0.1296
N -1.1521 -0.1471 -0.0786
H 0.9034 -1.0294 0.2090
F 0.3769 2.8249 -0.0027
N -1.4775 -2.6003 0.0832
N 1.3231 -0.3186 -0.3036
H 2.0877 0.1529 0.1199
C -1.2790 -1.4691 -0.0045
N -0.6102 1.9237 0.1068
```

Let us look at the natural (NBO) charges, expressed in e, one per atom: N 0.206; N -0.339; H 0.359; F -0.209; N -0.343; N -0.552; H 0.370; C 0.353; N 0.155

=====

Here is CH2FNO as an isolated structure in a non-equilibrium geometry from OMol25. Energies are from ωB97M-V with the def2-TZVPD basis set.

E_LUMO (spin up / spin down)	-0.125 / -0.117	eV
relative energy (zero: lowest compared OMol25 entry of this formula, charge and spin)	6.317	eV
energy	-7318.6414	eV
total charge	0
E_HOMO (spin up / spin down)	-8.81 / -8.81	eV

Structure (XYZ):
```
6
CH2FNO ωB97M-V with the def2-TZVPD basis set
C 0.4090 0.0748 0.9487
F -0.1168 0.4716 2.0863
O -0.3500 0.0822 -0.0907
H -0.3013 -0.3801 -2.2464
H 1.4529 -0.2238 1.0035
N -1.0938 -0.0247 -1.7014
```

Let us look at the natural (NBO) charges, expressed in e, one per atom: C 0.730; F -0.289; O -0.457; H 0.254; H 0.152; N -0.390